Entry 1:
Density functional theory data (ωB97M-V/def2-TZVPD) for a molecular structure, C42H52BaN5O6P.

```
107
Properties=species:S:1:pos:R:3:forces:R:3:lowdin_charge:R:1
Ba 1.6819 -0.6541 0.1776 -0.170 0.038 0.157 1.850
O 4.2499 -0.5736 0.7931 0.030 -0.084 -0.226 -0.293
C 5.2240 -1.1562 0.2030 0.000 0.176 -0.087 -0.408
C 6.2315 -1.8170 0.9713 0.036 -0.025 0.009 -0.044
C 7.3312 -2.4260 0.4117 -0.054 0.026 0.045 -0.141
C 7.5239 -2.4197 -0.9717 -0.023 0.019 -0.024 -0.156
C 6.5694 -1.7908 -1.7512 0.018 -0.009 0.032 -0.099
C 5.4248 -1.1758 -1.2302 0.179 -0.080 0.118 -0.148
C 4.5434 -0.5670 -2.2244 0.063 0.097 -0.147 -0.130
N 3.3580 -0.1568 -2.0179 -0.048 -0.006 0.585 -0.115
N 2.6374 0.3204 -3.0929 0.000 -0.026 -0.186 0.037
C 1.6322 1.0718 -2.7029 -0.195 0.232 -0.149 -0.535
O 1.3696 1.5185 -1.5399 0.196 -0.166 0.029 -0.222
C 0.6332 1.4020 -3.7869 0.010 -0.016 0.016 -0.139
C 0.8651 1.1320 -5.1338 0.008 -0.021 -0.008 -0.044
C -0.1086 1.4043 -6.0841 -0.003 0.004 0.027 -0.107
C -1.3333 1.9417 -5.7009 0.024 -0.005 0.030 -0.118
C -1.5711 2.2075 -4.3590 0.024 -0.018 0.002 -0.095
C -0.5924 1.9421 -3.4101 -0.020 0.019 -0.012 -0.022
H 6.0826 -1.8164 2.0456 0.009 -0.007 0.002 0.094
H 8.0566 -2.9132 1.0568 0.000 -0.002 0.007 0.083
H 8.3894 -2.8903 -1.4215 -0.002 -0.003 -0.005 0.071
H 6.7017 -1.7725 -2.8300 -0.015 0.011 -0.005 0.091
H 4.9651 -0.4745 -3.2338 -0.067 -0.027 -0.030 0.106
H 1.8151 0.6937 -5.4098 -0.009 0.006 -0.010 0.096
H 0.0813 1.1876 -7.1294 0.008 -0.003 0.000 0.087
H -2.0968 2.1428 -6.4441 -0.004 0.000 0.007 0.087
H -2.5232 2.6157 -4.0402 -0.021 0.001 -0.011 0.085
H -0.7629 2.1339 -2.3584 0.008 -0.007 -0.003 0.115
C -8.1886 4.1972 -1.8992 -0.021 0.000 -0.046 -0.104
O -7.5737 3.9191 -3.1421 0.081 -0.005 0.076 -0.115
C -7.1221 2.6203 -3.2974 -0.115 0.023 -0.004 -0.306
C -7.8839 1.5209 -2.9359 0.008 -0.034 0.018 -0.032
C -7.3915 0.2381 -3.1542 0.024 0.057 -0.001 -0.046
C -6.1332 0.0448 -3.7098 -0.049 0.153 0.038 -0.323
C -5.3882 1.1607 -4.0985 -0.049 0.125 0.058 -0.026
C -5.8790 2.4377 -3.8887 0.082 -0.068 -0.057 -0.002
N -5.7115 -1.2676 -4.0433 0.139 -0.264 0.007 0.023
N -4.6043 -1.7382 -3.6678 -0.004 0.103 -0.053 0.037
C -3.7589 -1.1811 -2.7208 -0.145 0.081 0.126 -0.253
C -4.1376 -0.3702 -1.6375 0.130 -0.077 -0.085 -0.036
C -3.2563 -0.0059 -0.6501 -0.027 -0.044 0.108 -0.022
C -1.8834 -0.4073 -0.6273 -0.112 0.176 -0.082 -0.391
O -1.1145 -0.0802 0.3021 0.221 -0.209 -0.103 -0.145
C -1.4564 -1.2261 -1.7825 -0.165 -0.186 -0.155 -0.146
N -0.1578 -1.5871 -1.8568 0.074 0.151 0.183 0.041
C 0.2653 -2.3235 -2.8563 0.006 0.102 0.031 -0.143
C -0.5878 -2.7705 -3.8738 -0.118 -0.011 0.006 -0.056
C -1.9097 -2.4201 -3.8249 0.106 -0.030 -0.016 -0.018
C -2.3921 -1.6266 -2.7627 0.004 0.080 -0.063 -0.099
H -8.2761 5.2800 -1.8268 0.003 0.001 -0.011 0.083
H -7.5814 3.8255 -1.0696 0.010 -0.008 -0.001 0.098
H -9.1893 3.7613 -1.8267 -0.010 0.001 -0.006 0.075
H -8.8640 1.6593 -2.4969 0.006 -0.035 0.002 0.101
H -7.9799 -0.6312 -2.8871 -0.007 0.007 0.008 0.105
H -4.4084 1.0178 -4.5368 0.010 -0.014 -0.005 0.108
H -5.3042 3.3110 -4.1713 0.008 -0.012 -0.006 0.114
H -5.1670 -0.0585 -1.5329 -0.027 0.010 -0.025 0.100
H -3.5963 0.5868 0.1912 0.011 0.004 -0.004 0.100
H 1.3243 -2.5618 -2.8768 -0.010 0.020 0.029 0.108
H -0.1951 -3.3692 -4.6856 0.003 -0.006 0.001 0.095
H -2.6036 -2.7276 -4.5951 0.001 0.000 0.000 0.098
C 3.7487 3.5415 2.2132 0.003 0.044 0.019 -0.093
C 3.4821 2.7976 0.9213 0.030 -0.057 0.038 -0.339
O 2.4294 3.4504 0.2421 -0.144 -0.112 -0.112 -0.095
H 4.5713 3.0763 2.7612 -0.016 -0.001 0.000 0.071
H 2.8553 3.5355 2.8427 0.018 0.003 -0.003 0.054
H 4.0074 4.5828 2.0061 0.004 -0.009 0.008 0.067
H 3.2488 1.7513 1.1524 -0.021 0.041 -0.060 0.065
H 4.3939 2.7701 0.3114 -0.023 -0.010 -0.030 0.116
H 2.0835 2.8562 -0.4574 0.084 0.012 0.071 0.040
C 1.9679 -4.2507 1.1685 -0.025 0.044 0.045 -0.376
O 1.6194 -2.9468 0.9369 0.015 -0.234 0.107 -0.690
H 1.6680 -4.9392 0.3520 -0.014 0.015 -0.004 0.048
H 1.5042 -4.6745 2.0898 -0.013 0.032 -0.010 0.044
H 3.0599 -4.3952 1.2950 -0.011 0.011 0.002 0.053
C 3.4952 -1.0221 4.3319 -0.014 -0.031 0.002 -0.122
C 2.0736 -1.5885 4.4151 0.020 -0.017 0.013 -0.543
C 1.7385 -2.0844 5.8212 0.013 -0.009 -0.004 -0.115
P 0.9429 -0.4073 3.5474 0.061 0.104 -0.268 1.027
C 1.0470 1.2342 4.4173 -0.033 -0.034 0.085 -0.556
C 0.9693 1.3136 5.9418 -0.008 0.032 0.010 -0.117
C 0.0311 2.1736 3.7595 -0.001 -0.014 0.004 -0.128
C -0.7877 -1.0449 3.7362 -0.015 -0.061 -0.043 -0.545
C -0.8118 -2.4812 3.1875 -0.002 0.069 0.019 -0.123
C -1.5068 -0.9430 5.0814 -0.010 0.014 0.008 -0.121
H 4.2176 -1.7772 4.6553 -0.007 0.003 0.013 0.075
H 3.6196 -0.1486 4.9806 -0.016 0.004 -0.011 0.066
H 3.7508 -0.7412 3.3066 0.019 0.013 0.006 0.052
H 2.0394 -2.4464 3.7321 -0.010 0.010 -0.016 0.092
H 1.7017 -1.2741 6.5513 0.001 -0.041 -0.015 0.051
H 2.5053 -2.7922 6.1537 -0.002 0.001 -0.009 0.071
H 0.7807 -2.6030 5.8476 0.011 -0.025 -0.002 0.048
H 2.0427 1.5853 4.1222 0.009 -0.016 -0.011 0.080
H 0.0232 0.9282 6.3247 0.045 0.006 -0.001 0.055
H 1.0558 2.3582 6.2620 -0.003 -0.010 0.002 0.070
H 1.7772 0.7571 6.4167 -0.002 0.038 -0.013 0.048
H -0.9911 1.9130 4.0455 0.000 -0.013 0.000 0.066
H 0.0897 2.1330 2.6700 0.004 0.008 0.009 0.074
H 0.2091 3.2069 4.0703 0.005 -0.004 0.001 0.072
H -1.3307 -0.4273 3.0118 0.002 -0.011 -0.019 0.086
H -0.4438 -3.1902 3.9349 0.042 0.000 0.005 0.068
H -0.1947 -2.5894 2.2875 -0.006 -0.036 0.043 0.041
H -1.8375 -2.7679 2.9399 -0.003 0.020 0.018 0.078
H -0.9476 -1.4187 5.8891 -0.033 0.016 -0.025 0.054
H -2.4791 -1.4426 5.0126 0.000 0.010 -0.001 0.072
H -1.6920 0.0936 5.3673 -0.004 -0.012 -0.005 0.049
```
Positions in Å, forces in eV/Å.

Summary:
E_HOMO	-1.992	eV
spin multiplicity	1
net charge	-2
ΔE to the lowest compared entry with this formula, charge and spin	9.3	kcal/mol
orbital gap	5.73	eV



Entry 2:
Density functional theory data (ωB97M-V/def2-TZVPD) for a molecular structure, C42H52BrCaN5O7P2 in a non-equilibrium geometry.

```
110
Properties=species:S:1:pos:R:3:forces:R:3:nbo_charge:R:1
Ca 0.2779 0.8130 0.0251 -0.795 0.305 -0.621 1.744
C 2.3429 -4.3699 3.0415 0.010 -0.027 0.019 -0.609
C 2.2963 -2.8390 3.0892 -0.020 -0.101 0.196 -0.593
C 1.7496 -2.3797 4.4609 0.005 -0.017 0.012 -0.614
P 1.6118 -2.0096 1.6168 0.083 0.306 -0.107 1.934
C 2.4932 -2.6629 0.1551 0.018 -0.008 -0.025 -0.603
C 1.8555 -3.9614 -0.3532 0.027 -0.042 -0.021 -0.589
C 4.0048 -2.8607 0.3317 0.017 -0.021 -0.006 -0.614
C -0.1371 -2.3253 1.3880 -0.009 -0.006 -0.012 -0.580
C -0.7652 -2.9991 2.4441 -0.033 0.016 0.016 -0.092
C -2.0576 -3.4678 2.3586 0.057 0.009 0.014 -0.304
C -2.7498 -3.2633 1.1679 -0.052 0.027 -0.023 -0.152
C -2.1691 -2.5926 0.1178 -0.040 -0.003 0.091 -0.317
C -0.8575 -2.0633 0.1735 0.160 0.048 -0.097 0.344
N -0.3340 -1.2867 -0.8320 -0.133 -0.416 -0.276 -0.840
C -0.6692 -1.5347 -2.1640 0.038 0.104 0.274 0.287
C -0.9529 -2.8562 -2.5793 0.016 -0.042 -0.107 -0.310
C -1.2580 -3.1887 -3.8792 -0.005 -0.040 0.034 -0.168
C -1.3012 -2.2062 -4.8611 0.014 0.026 0.030 -0.304
C -1.0160 -0.9085 -4.4893 -0.010 0.091 -0.073 -0.111
C -0.6943 -0.5193 -3.1798 -0.041 -0.011 0.046 -0.487
P -0.2526 1.2607 -2.8498 0.102 -0.643 -0.090 0.754
C -1.6132 2.3735 -3.5109 -0.071 0.044 0.002 -0.508
C -2.2288 3.2243 -2.3903 -0.111 0.065 0.025 -0.593
C -2.7159 1.7699 -4.3804 -0.032 -0.021 -0.094 -0.606
C 1.0803 1.6640 -4.0972 -0.035 0.043 -0.084 -0.483
C 0.6957 1.6386 -5.5796 0.031 0.023 -0.080 -0.619
C 2.3595 0.8537 -3.9174 -0.004 -0.087 -0.024 -0.612
H 2.7641 -4.7267 3.9834 0.022 -0.013 -0.012 0.221
H 1.3446 -4.7991 2.9451 -0.003 0.015 0.003 0.218
H 2.9594 -4.7627 2.2369 -0.001 0.045 -0.011 0.214
H 3.3182 -2.4474 3.0084 0.021 -0.075 0.011 0.257
H 1.1083 -3.1524 4.8858 -0.003 -0.001 0.014 0.206
H 2.5873 -2.2380 5.1438 -0.014 -0.010 0.015 0.229
H 1.1907 -1.4480 4.4379 0.020 -0.036 -0.054 0.237
H 2.3074 -1.8974 -0.5997 0.013 0.011 0.010 0.297
H 1.8900 -4.7674 0.3803 0.017 0.030 -0.007 0.203
H 0.8235 -3.8217 -0.6541 -0.028 0.037 -0.006 0.223
H 2.4207 -4.2857 -1.2292 -0.021 -0.013 -0.003 0.221
H 4.2283 -3.7783 0.8769 -0.023 -0.009 0.017 0.202
H 4.4477 -2.9599 -0.6606 0.016 -0.004 0.010 0.228
H 4.4976 -2.0316 0.8318 -0.017 -0.002 -0.012 0.233
H -0.2239 -3.1682 3.3610 0.007 0.008 0.009 0.200
H -2.5099 -3.9851 3.1929 -0.014 0.001 -0.001 0.215
H -3.7670 -3.6236 1.0656 0.003 -0.002 -0.005 0.208
H -2.7399 -2.4348 -0.7852 -0.034 0.031 -0.033 0.218
H -0.9248 -3.6415 -1.8365 0.009 -0.013 -0.013 0.211
H -1.4573 -4.2243 -4.1289 0.000 0.003 -0.001 0.209
H -1.5407 -2.4478 -5.8876 0.000 0.006 -0.009 0.212
H -1.0454 -0.1458 -5.2528 -0.020 -0.046 0.030 0.196
H -1.0402 3.0604 -4.1401 -0.004 0.026 0.040 0.226
H -3.1273 2.7512 -1.9860 0.114 0.114 -0.096 0.182
H -1.5407 3.3875 -1.5613 0.052 0.040 -0.025 0.233
H -2.5299 4.1963 -2.7883 -0.014 0.000 -0.012 0.206
H -3.1278 0.8565 -3.9485 0.026 0.090 -0.073 0.198
H -3.5322 2.4900 -4.4827 0.003 0.016 -0.010 0.208
H -2.3754 1.5233 -5.3856 0.007 -0.006 0.018 0.210
H 1.2977 2.7033 -3.8200 -0.007 -0.001 -0.019 0.225
H 0.7313 0.6203 -5.9692 0.009 0.022 0.010 0.208
H -0.2859 2.0575 -5.8026 0.011 0.019 0.024 0.198
H 1.4296 2.2178 -6.1452 0.003 -0.003 0.008 0.215
H 2.1555 -0.2185 -3.9906 -0.023 0.007 -0.007 0.204
H 3.0577 1.1115 -4.7181 0.002 -0.003 0.015 0.202
H 2.8402 1.0374 -2.9663 0.014 0.024 0.126 0.246
O -0.1323 1.7796 3.8115 0.241 0.054 0.048 -0.679
C 0.2785 0.9164 2.8914 -0.157 -0.313 -0.068 0.765
O -0.5058 0.4898 2.0338 -0.329 -0.032 0.991 -0.759
C 1.6333 0.4545 2.8989 0.104 -0.110 -0.040 -0.151
C 2.6238 0.8029 3.7815 -0.045 0.028 0.059 -0.045
C 3.9726 0.5695 3.4855 -0.005 -0.017 -0.077 -0.416
C 4.2662 0.4086 2.1255 0.152 0.011 0.096 -0.107
C 3.2862 0.1001 1.2149 -0.124 0.109 -0.097 -0.168
N 2.0196 -0.3717 1.7564 -0.211 -0.036 -0.132 -0.835
C 3.2697 0.4390 -0.1812 -0.118 -0.167 0.127 0.876
O 4.3967 0.7968 -0.8178 0.020 0.089 0.155 -0.683
O 2.2470 0.2861 -0.8487 0.914 -0.124 -0.532 -0.768
H -0.9644 2.1557 3.4507 -0.077 -0.061 -0.013 0.534
H 2.3448 1.3600 4.6684 0.001 0.001 0.002 0.225
H 4.7482 0.8356 4.1871 0.002 0.006 0.006 0.219
H 5.2615 0.6672 1.7748 -0.002 -0.022 0.006 0.207
H 4.9537 1.3029 -0.2120 -0.027 0.022 -0.040 0.500
Br 1.0458 9.6957 -0.0332 -0.011 0.050 -0.004 0.035
C 1.3039 7.8181 0.0515 0.015 -0.040 0.002 -0.073
C 2.5881 7.3179 0.1932 -0.004 -0.025 0.000 -0.257
C 2.7692 5.9441 0.2487 0.007 0.033 -0.053 -0.154
C 1.6840 5.0805 0.1686 0.031 0.040 0.025 -0.172
C 0.4059 5.6079 0.0403 -0.033 0.014 0.034 -0.108
C 0.2049 6.9794 -0.0250 0.034 -0.023 0.021 -0.275
C 1.9100 3.5835 0.2225 -0.093 -0.074 -0.025 0.791
O 3.0692 3.1631 0.2610 0.066 0.008 0.063 -0.718
O 0.8550 2.8634 0.2114 0.359 0.911 0.164 -0.903
H 3.4303 7.9928 0.2575 0.000 0.004 -0.003 0.223
H 3.7581 5.5179 0.3496 -0.001 -0.002 0.007 0.237
H -0.4336 4.9276 0.0103 -0.026 -0.035 -0.025 0.223
H -0.7886 7.3937 -0.1270 -0.006 -0.005 0.004 0.221
C -5.9448 1.2914 -0.6279 -0.049 0.016 0.032 -0.416
N -4.6661 1.4565 0.0179 0.108 0.003 0.062 -0.415
C -4.3788 2.2926 1.1633 -0.121 -0.016 -0.051 -0.321
C -2.8599 2.1650 1.2527 0.258 -0.265 0.178 0.693
O -2.2161 2.6741 2.1484 -0.096 0.193 -0.100 -0.633
N -2.4009 1.3797 0.2161 -0.142 0.148 0.196 -0.666
C -3.4862 1.0036 -0.4508 0.117 -0.167 -0.209 0.659
N -3.4296 0.2389 -1.5436 -0.120 -0.088 0.198 -0.799
H -6.7193 1.6854 0.0257 0.008 0.010 0.000 0.228
H -6.1692 0.2357 -0.7964 0.021 -0.004 -0.002 0.206
H -5.9968 1.8272 -1.5801 0.002 0.004 -0.009 0.202
H -4.8405 1.9198 2.0788 -0.004 0.016 0.001 0.227
H -4.6639 3.3357 1.0128 -0.023 0.004 -0.031 0.225
H -2.5338 -0.0572 -1.9054 0.040 -0.073 0.042 0.443
H -4.2514 0.0259 -2.0776 -0.011 -0.005 0.026 0.405
```
Positions in Å, forces in eV/Å.

Summary:
E_HOMO	-6.860	eV
spin multiplicity	1
ΔE to the lowest compared entry with this formula, charge and spin	0.0	kcal/mol
orbital gap	7.09	eV